No. 1
C22H25NO6 | ωB97M-V/def2-TZVPD

Geometry as ORCA input:
```
! RIJCOSX wB97M-V def2-TZVPD def2/J DEFGRID3
* xyz 0 1
O 4.081 2.376 0.880
C 3.816 1.217 0.617
N 4.655 0.373 -0.016
C 5.961 0.743 -0.439
C 6.523 0.162 -1.701
C 7.073 -0.260 -0.368
C 2.500 0.603 0.974
C 1.588 1.300 1.654
C 0.267 0.715 2.044
C -0.853 1.170 1.129
C -0.619 2.029 0.116
O -1.530 2.512 -0.731
C -2.825 2.164 -0.549
C -3.775 2.721 -1.408
C -5.105 2.404 -1.247
C -5.508 1.537 -0.233
C -4.574 0.980 0.608
C -3.213 1.277 0.460
C -2.207 0.660 1.335
O -2.502 -0.219 2.140
C 0.433 -0.810 2.046
C 1.053 -1.250 0.721
O 0.221 -0.875 -0.330
C 0.030 -1.776 -1.408
C -1.474 -1.924 -1.655
C -2.167 -2.493 -0.419
C -3.679 -2.255 -0.393
O -4.205 -2.348 0.904
O 2.348 -0.698 0.556
H 4.338 -0.570 -0.189
H 6.160 1.777 -0.193
H 7.125 0.794 -2.334
H 5.917 -0.548 -2.244
H 8.055 0.082 -0.081
H 6.837 -1.253 -0.015
H 1.830 2.314 1.929
H 0.000 1.032 3.059
H 0.370 2.405 -0.109
H -3.443 3.396 -2.180
H -5.841 2.835 -1.909
H -6.553 1.300 -0.112
H -4.866 0.304 1.397
H 1.109 -1.097 2.854
H -0.524 -1.304 2.193
H 1.221 -2.339 0.717
H 0.527 -1.375 -2.300
H 0.472 -2.751 -1.171
H -1.637 -2.559 -2.526
H -1.879 -0.933 -1.872
H -1.957 -3.560 -0.322
H -1.750 -1.993 0.457
H -3.898 -1.264 -0.823
H -4.207 -3.005 -0.987
H -3.721 -1.727 1.475
*
```

Computed properties:
SMILES string   O=C(NC1CC1)C1=C[C@@H](c2coc3ccccc3c2=O)C[C@@H](OCCCCO)O1
Energy relative to the best compared isomer or geometry (same formula, charge and spin)   73.39 kcal/mol
LUMO energy   0.02 eV
Frontier orbital gap   9.0480 eV

Atom charges from the Löwdin analysis, given in e for atoms 1 to 5: number 1, O, carries 0.0678; number 2, C, carries -0.4230; number 3, N, carries 0.1204; number 4, C, carries -0.2804; number 5, C, carries -0.0991

=====

No. 2
C20H23BCaN9O | ωB97M-V/def2-TZVPD

Geometry as ORCA input:
```
! RIJCOSX wB97M-V def2-TZVPD def2/J DEFGRID3
* xyz 2 2
Ca -0.594 -0.268 -0.840
C -0.570 4.245 -1.336
C -1.176 3.015 -1.589
N -0.610 2.047 -0.882
N 0.365 2.631 -0.129
C 0.404 3.957 -0.416
B 1.306 1.787 0.775
N 2.274 0.957 -0.072
C 3.623 0.879 -0.121
C 3.981 0.083 -1.180
C 2.770 -0.305 -1.745
N 1.735 0.206 -1.089
N 0.524 0.902 1.809
C 0.712 0.805 3.145
C -0.193 -0.083 3.668
C -0.923 -0.511 2.562
N -0.496 0.067 1.446
N 2.025 2.872 1.702
C 1.378 3.689 2.465
C 2.376 4.526 3.170
C 3.583 4.043 2.704
N 3.417 3.054 1.829
H -0.799 5.201 -1.772
H -1.985 2.781 -2.264
H 1.141 4.614 0.011
H 4.240 1.397 0.588
H 4.975 -0.172 -1.500
H 2.600 -0.928 -2.609
H 1.504 1.337 3.644
H -0.304 -0.385 4.694
H -1.733 -1.222 2.522
H 0.301 3.706 2.534
H 2.159 5.308 3.878
H 4.585 4.355 2.951
O -2.856 -0.198 -1.309
C -3.479 -1.302 -2.034
C -3.921 -2.399 -1.095
C -2.824 -2.910 -0.156
C -1.657 -3.552 -0.859
C -1.615 -4.924 -1.040
C -0.549 -5.498 -1.714
C 0.459 -4.671 -2.184
C 0.348 -3.316 -1.956
N -0.680 -2.740 -1.313
H -3.531 0.285 -0.818
H -2.711 -1.644 -2.727
H -4.302 -0.897 -2.620
H -4.297 -3.221 -1.712
H -4.772 -2.059 -0.500
H -3.265 -3.631 0.532
H -2.466 -2.090 0.476
H -2.414 -5.540 -0.651
H -0.504 -6.568 -1.863
H 1.315 -5.064 -2.713
H 1.128 -2.648 -2.300
*
```

Computed properties:
⟨S²⟩   0.771
Energy relative to the best compared isomer or geometry (same formula, charge and spin)   6.07 kcal/mol
LUMO energy (alpha / beta)   -5.51 / -9.79 eV
Frontier orbital gap (alpha / beta)   9.1770 / 4.8882 eV

Atom charges from the Löwdin analysis, given in e for atoms 1 to 5: number 1, Ca, carries 1.4355; number 2, C, carries -0.0187; number 3, C, carries -0.1130; number 4, N, carries -0.0857; number 5, N, carries -0.0038

=====

No. 3
C31H29ClN5ReSe | ωB97M-V/def2-TZVPD

Geometry as ORCA input:
```
! RIJCOSX wB97M-V def2-TZVPD def2/J DEFGRID3
* xyz 3 2
Re -0.664 -0.073 -0.169
C -3.238 -1.307 1.632
C -3.039 -0.287 2.559
C -3.395 1.021 2.247
C -3.975 1.303 1.020
C -4.210 0.282 0.107
C -3.840 -1.025 0.410
H -3.008 -2.330 1.897
H -2.660 -0.520 3.545
H -3.262 1.804 2.979
H -4.292 2.310 0.794
H -4.733 0.493 -0.815
H -4.103 -1.833 -0.260
N -2.593 -0.023 -2.918
C -2.364 1.228 -2.406
C -2.981 2.312 -3.060
C -2.831 3.590 -2.577
C -2.069 3.779 -1.421
C -1.485 2.687 -0.836
N -1.602 1.426 -1.311
C -2.301 -1.281 -2.454
C -2.944 -2.363 -3.080
C -2.741 -3.641 -2.617
C -1.868 -3.833 -1.542
C -1.251 -2.735 -1.000
N -1.450 -1.468 -1.428
H -3.187 -0.021 -3.743
H -3.580 2.129 -3.938
H -3.306 4.426 -3.067
H -1.936 4.758 -0.993
H -0.884 2.806 0.060
H -3.619 -2.179 -3.902
H -3.250 -4.479 -3.068
H -1.685 -4.818 -1.147
H -0.551 -2.850 -0.172
Cl 3.719 -0.777 -6.374
C 2.998 -0.469 -4.873
C 2.114 0.614 -4.719
C 1.549 0.877 -3.493
C 1.829 0.067 -2.374
C 1.382 0.422 -1.030
C 2.705 -1.022 -2.555
C 3.293 -1.281 -3.768
H 1.898 1.237 -5.572
H 0.908 1.738 -3.367
H 1.395 1.511 -0.928
H 2.039 -0.049 -0.289
H 2.963 -1.626 -1.699
H 3.998 -2.092 -3.865
C 3.195 1.748 1.963
N 2.734 0.717 2.855
C 1.527 0.132 2.865
Se -0.064 0.704 2.024
N 1.483 -0.770 3.865
C 2.684 -0.778 4.533
C 3.136 -1.482 5.641
C 4.401 -1.162 6.095
C 5.206 -0.214 5.443
C 4.778 0.468 4.321
C 3.489 0.184 3.882
H 2.409 2.000 1.251
H 4.085 1.408 1.430
H 3.458 2.641 2.534
H 0.691 -1.352 4.101
H 2.525 -2.225 6.128
H 4.772 -1.640 6.988
H 6.188 -0.012 5.839
H 5.404 1.193 3.826
*
```

Computed properties:
⟨S²⟩   0.810
LUMO energy (alpha / beta)   -11.36 / -10.69 eV
Frontier orbital gap (alpha / beta)   4.2765 / 4.9225 eV

Atom charges from the Löwdin analysis, given in e for atoms 1 to 5: number 1, Re, carries 1.2432; number 2, C, carries -0.1133; number 3, C, carries -0.1630; number 4, C, carries -0.1121; number 5, C, carries -0.0766

=====

No. 4
C3H5NO2 | ωB97M-V/def2-TZVPD

Geometry as ORCA input:
```
! RIJCOSX wB97M-V def2-TZVPD def2/J DEFGRID3
* xyz 0 1
O -1.433 1.343 1.247
C -0.553 0.709 0.719
N 0.812 0.819 0.714
C 1.045 -0.207 -0.298
C -0.455 -0.555 -0.176
O -1.137 -0.612 -1.391
H 1.439 1.418 1.230
H 1.757 -0.989 -0.019
H 1.290 0.200 -1.285
H -0.611 -1.447 0.448
H -2.071 -0.782 -1.209
*
```

Computed properties:
SMILES string   O=C1NC[C@@H]1O
Energy relative to the best compared isomer or geometry (same formula, charge and spin)   28.36 kcal/mol
LUMO energy   0.81 eV
Frontier orbital gap   10.4608 eV

Atom charges from the Löwdin analysis, given in e for atoms 1 to 5: number 1, O, carries 0.0811; number 2, C, carries -0.4403; number 3, N, carries 0.0909; number 4, C, carries -0.0990; number 5, C, carries -0.2795

=====

No. 5
C3H31NO12 | ωB97M-V/def2-TZVPD

Geometry as ORCA input:
```
! RIJCOSX wB97M-V def2-TZVPD def2/J DEFGRID3
* xyz 0 1
C 2.264 2.663 -1.575
C 1.374 1.563 -1.074
C 1.738 0.311 -0.829
N 0.066 2.069 -0.855
H 2.454 2.650 -2.646
H 3.250 2.630 -1.109
H 1.844 3.649 -1.386
H 1.100 -0.441 -0.399
H 2.732 -0.027 -1.107
H 0.055 2.761 -0.119
H -0.657 1.400 -0.643
H 0.982 0.885 -4.139
H 0.078 1.772 -3.163
O 0.124 1.017 -3.761
H -1.783 -3.472 0.707
H -3.179 -2.835 0.640
O -2.327 -2.764 1.087
H -0.251 -0.640 -2.536
H -1.277 -0.244 -1.564
O -0.820 -1.040 -1.859
H -2.897 1.459 -1.448
H -3.909 0.711 -2.133
O -3.139 1.251 -2.344
H -3.217 -1.411 -0.939
H -4.195 -0.527 -0.177
O -4.132 -1.374 -0.632
H 3.075 -3.495 1.052
H 2.429 -2.443 0.061
O 2.939 -2.575 0.859
H -2.029 0.381 1.050
H -2.212 1.729 1.604
O -2.481 1.212 0.833
H -0.517 2.437 3.482
H -0.628 0.849 3.186
O -1.066 1.705 3.214
H 2.305 -0.528 3.385
H 2.378 -1.821 2.483
O 1.814 -1.284 3.056
H -0.984 -1.306 1.600
H 0.328 -0.990 2.249
O -0.435 -0.526 1.804
H 3.510 1.708 1.502
H 2.334 0.790 1.290
O 2.969 1.051 1.944
H 0.219 -2.714 0.506
H -0.187 -2.851 -0.988
O -0.036 -3.344 -0.172
*
```

Computed properties:
Energy relative to the best compared isomer or geometry (same formula, charge and spin)   34.19 kcal/mol
LUMO energy   0.19 eV
Frontier orbital gap   9.4079 eV

Atom charges from the Löwdin analysis, given in e for atoms 1 to 5: number 1, C, carries -0.0465; number 2, C, carries -0.4733; number 3, C, carries 0.0008; number 4, N, carries 0.0992; number 5, H, carries 0.0761

=====

No. 6
C49H72BrCl2N4P2SSi3Sn | ωB97M-V/def2-TZVPD

Geometry as ORCA input:
```
! RIJCOSX wB97M-V def2-TZVPD def2/J DEFGRID3
* xyz -1 1
Sn 0.177 1.004 -0.182
C 0.380 5.562 -0.551
Si 0.600 4.147 -1.776
C -1.024 3.690 -2.595
C 1.731 4.777 -3.147
N 1.247 2.714 -1.046
P 2.648 2.354 -0.297
C 2.394 0.920 0.519
P 2.954 -0.590 -0.001
N 2.157 -1.300 -1.173
Si 1.727 -2.923 -1.434
C 0.657 -3.663 -0.063
C 0.717 -3.067 -3.016
C 3.209 -4.088 -1.675
C 4.747 -0.476 -0.344
C 5.267 -0.796 -1.588
C 6.635 -0.715 -1.820
C 7.490 -0.330 -0.800
C 6.975 -0.012 0.453
C 5.612 -0.081 0.675
C 3.040 -1.722 1.441
C 3.966 -2.759 1.481
C 3.954 -3.677 2.520
C 3.010 -3.569 3.533
C 2.097 -2.524 3.512
C 2.126 -1.602 2.477
C 3.997 2.404 -1.524
C 3.721 1.988 -2.819
C 4.717 1.953 -3.782
C 6.011 2.328 -3.452
C 6.304 2.719 -2.153
C 5.303 2.755 -1.195
C 3.055 3.733 0.828
C 2.748 3.592 2.177
C 2.912 4.658 3.048
C 3.398 5.871 2.582
C 3.717 6.016 1.238
C 3.541 4.953 0.367
H -0.653 5.909 -0.549
H 0.604 5.234 0.464
H 1.030 6.406 -0.789
H -1.689 4.555 -2.636
H -0.869 3.334 -3.615
H -1.556 2.901 -2.062
H 1.265 5.655 -3.601
H 2.722 5.071 -2.797
H 1.872 4.032 -3.933
H -0.039 -2.915 0.321
H 0.070 -4.505 -0.435
H 1.259 -4.017 0.774
H -0.194 -2.475 -2.989
H 1.302 -2.755 -3.885
H 0.424 -4.107 -3.171
H 3.348 -4.736 -0.809
H 3.044 -4.729 -2.545
H 4.143 -3.549 -1.838
H 4.586 -1.096 -2.376
H 7.031 -0.952 -2.800
H 8.556 -0.270 -0.980
H 7.639 0.293 1.252
H 5.201 0.171 1.647
H 4.709 -2.852 0.698
H 4.683 -4.479 2.537
H 2.993 -4.291 4.340
H 1.363 -2.420 4.302
H 1.431 -0.774 2.463
H 2.715 1.681 -3.063
H 4.482 1.634 -4.790
H 6.794 2.302 -4.200
H 7.317 2.988 -1.881
H 5.542 3.057 -0.182
H 2.371 2.637 2.523
H 2.656 4.539 4.093
H 3.526 6.703 3.262
H 4.093 6.961 0.865
H 3.784 5.080 -0.681
Cl -0.249 0.995 3.044
C -1.848 1.635 3.326
C -2.465 1.272 4.507
C -3.748 1.726 4.775
C -4.379 2.534 3.841
C -3.729 2.876 2.669
Cl -4.614 3.882 1.552
C -2.428 2.451 2.343
S -1.664 2.905 0.851
H -1.939 0.632 5.200
H -4.248 1.451 5.693
H -5.380 2.904 4.008
C -2.989 -3.658 2.111
C -3.854 -2.391 2.004
C -3.012 -1.245 2.590
C -5.091 -2.581 2.893
Si -4.344 -2.075 0.171
Br -2.467 -1.296 -0.764
C -5.611 -0.648 -0.019
C -7.043 -1.125 0.269
C -5.578 -0.021 -1.424
C -5.276 0.498 0.950
C -4.811 -3.679 -0.787
C -5.875 -4.499 -0.045
C -5.367 -3.331 -2.175
C -3.595 -4.588 -1.030
H -2.638 -3.756 3.143
H -2.108 -3.607 1.469
H -3.540 -4.567 1.869
H -2.725 -1.520 3.610
H -3.544 -0.295 2.648
H -2.096 -1.078 2.024
H -4.765 -2.801 3.915
H -5.722 -3.411 2.566
H -5.711 -1.686 2.939
H -7.408 -1.825 -0.485
H -7.713 -0.260 0.261
H -7.144 -1.606 1.243
H -5.768 -0.729 -2.228
H -4.620 0.460 -1.617
H -6.353 0.750 -1.474
H -5.412 0.227 1.997
H -5.951 1.335 0.743
H -4.256 0.865 0.816
H -6.797 -3.941 0.127
H -5.517 -4.866 0.916
H -6.132 -5.376 -0.649
H -6.309 -2.786 -2.132
H -5.551 -4.262 -2.721
H -4.657 -2.743 -2.758
H -3.190 -5.015 -0.114
H -2.787 -4.066 -1.540
H -3.912 -5.419 -1.669
N 0.567 0.871 -4.423
N -0.068 0.346 -3.250
H 1.398 0.333 -4.645
H 0.860 1.814 -4.201
H 0.569 -0.263 -2.737
H -0.862 -0.204 -3.549
*
```

Computed properties:
Energy relative to the best compared isomer or geometry (same formula, charge and spin)   0.00 kcal/mol
LUMO energy   2.35 eV
Frontier orbital gap   6.4458 eV

Atom charges from the Löwdin analysis, given in e for atoms 1 to 5: number 1, Sn, carries 0.8952; number 2, C, carries -0.1836; number 3, Si, carries 0.3046; number 4, C, carries -0.1876; number 5, C, carries -0.1802

=====

Number 1: DFT total energy -1359.498677 Ha. Number 2: DFT total energy -2046.080300 Ha. Number 3: DFT total energy -4411.404772 Ha. Number 4: DFT total energy -322.529136 Ha. Number 5: DFT total energy -1090.537032 Ha. Number 6: DFT total energy -7787.760699 Ha.